Entry from the Open Molecules 2025 dataset: the molecule C18H16N2O4 (ωB97M-V/def2-TZVPD).

**Electronic energy**: -30096.1213 eV
**SMILES**: Cc1nn(-c2cccc(C(=O)O)c2)c(C)c1Oc1ccccc1O
**Net charge**: 0

Atoms and positions in Å:
C1 -0.315 2.806 0.446
C2 -0.025 1.355 0.318
N1 -0.496 0.463 1.163
N2 -0.057 -0.741 0.767
C3 -0.394 -1.861 1.533
C4 -0.577 -3.119 0.966
C5 -0.914 -4.197 1.768
C6 -1.087 -4.037 3.130
C7 -0.931 -2.774 3.696
C8 -1.115 -2.546 5.148
O1 -0.940 -1.493 5.707
O2 -1.503 -3.647 5.813
C9 -0.585 -1.689 2.900
C10 0.725 -0.646 -0.348
C11 1.454 -1.758 -1.010
C12 0.764 0.700 -0.657
O3 1.509 1.258 -1.666
C13 0.849 2.072 -2.568
C14 -0.509 2.010 -2.825
C15 -1.071 2.857 -3.767
C16 -0.278 3.757 -4.453
C17 1.083 3.818 -4.208
C18 1.659 2.979 -3.267
O4 2.995 3.037 -3.024
H1 0.605 3.383 0.368
H2 -0.783 2.993 1.408
H3 -0.986 3.135 -0.348
H4 -0.484 -3.258 -0.098
H5 -1.051 -5.169 1.319
H6 -1.349 -4.875 3.756
H7 -1.608 -3.438 6.754
H8 -0.473 -0.711 3.339
H9 0.815 -2.289 -1.717
H10 1.834 -2.468 -0.277
H11 2.288 -1.338 -1.567
H12 -1.121 1.298 -2.291
H13 -2.131 2.805 -3.961
H14 -0.717 4.418 -5.185
H15 1.719 4.512 -4.733
H16 3.198 2.396 -2.330